No. 1
Below is 8 unconnected molecules or ions with the total composition C36H32BF4O22 at a distorted geometry, with properties calculated with ωB97M-V/def2-TZVPD.

Summary:
Charge: -1
Highest occupied orbital energy, eV: -6.76
Orbital gap, eV: 6.40

Structure (XYZ):
```
95
C36H32BF4O22, DFT ωB97M-V/def2-TZVPD
B 7.38800 37.70900 38.07300
F 8.08300 36.53600 37.99300
F 6.44300 37.69700 39.09500
F 8.26700 38.69200 38.40000
F 6.70000 38.12400 36.94400
C 12.69600 39.04900 43.39200
C 12.24900 37.56900 43.61700
C 11.16000 37.02200 42.74200
O 10.85300 35.88400 42.96800
C 10.67500 37.84400 41.77400
C 10.90100 39.29800 41.63900
C 11.93800 39.96200 42.48200
O 12.07600 41.19400 42.45700
O 10.26500 40.18900 40.75200
O 12.87400 36.71600 44.54000
H 13.55600 39.38400 43.89900
H 9.93600 37.48100 40.98800
H 9.67700 39.84300 40.19600
H 12.62600 35.74500 44.62700
C 12.16800 33.79900 38.37600
C 11.17000 34.70400 37.84400
C 11.35300 35.45300 36.62900
O 10.50700 36.23600 36.29500
C 12.61900 35.21600 35.87200
C 13.72700 34.38300 36.57700
C 13.41000 33.54200 37.70300
O 14.22800 32.76500 38.16900
O 15.01100 34.32600 36.02200
O 10.00700 34.75800 38.51700
H 12.02900 33.04100 39.30300
H 12.75300 35.88000 35.03600
H 15.64000 33.65600 36.55500
H 9.32400 35.46400 38.08100
C 1.01700 38.49600 36.82100
C 1.22800 37.49400 37.91300
C 2.43600 36.80600 38.19000
O 2.53700 35.89100 39.04100
C 3.61200 37.31300 37.53900
C 3.50500 38.39900 36.44300
C 2.14700 39.00600 36.09800
O 2.10900 39.99200 35.40700
O 4.51400 38.72300 35.63300
O 0.10100 37.23100 38.60900
H 0.12400 39.00500 36.83400
H 4.52300 36.72400 37.49600
H 5.26900 38.60900 36.08300
H 0.25900 36.53600 39.38300
C 1.77400 42.88700 39.76400
C 2.32400 43.49000 38.53200
C 3.57900 43.16300 37.95000
O 3.91600 43.60500 36.88500
C 4.23200 42.05100 38.62300
C 3.70300 41.33200 39.86400
C 2.55600 41.87900 40.60900
O 2.26000 41.63800 41.74600
O 4.19700 40.17000 40.39600
O 1.49900 44.42600 37.92200
H 0.81100 43.14000 40.30000
H 5.02000 41.48000 38.07600
H 4.94100 39.93400 39.95900
H 2.08800 44.61100 37.20800
C 4.15300 32.26700 39.63700
C 4.47000 31.95300 38.18900
C 5.18700 32.88200 37.39600
O 5.37600 32.66600 36.19100
C 5.53100 34.11700 38.00700
C 5.30000 34.49000 39.54200
C 4.52100 33.47500 40.36800
O 4.21400 33.73800 41.45300
O 5.57600 35.65800 40.18300
O 4.05600 30.80900 37.65400
H 3.76800 31.42200 39.99000
H 6.36600 34.65800 37.41700
H 6.03200 36.22900 39.73200
H 4.22900 30.82000 36.73700
C 7.07000 35.42200 34.12900
C 6.86900 36.25200 32.87100
O 7.02500 35.64500 31.75600
C 6.72300 37.68500 32.92900
H 7.90800 34.97400 34.10300
H 6.35400 34.73100 34.14700
H 6.84100 35.99800 35.09900
H 7.52600 38.11400 32.17100
H 6.93500 38.16500 33.97600
H 5.76600 38.14500 32.59400
C 10.76300 39.67000 36.28400
C 11.23800 39.20900 34.87600
O 12.43200 39.52700 34.69500
C 10.42200 38.56100 33.77300
H 10.72300 40.66200 36.22700
H 11.22100 39.30600 37.15800
H 9.81900 39.35700 36.50700
H 10.93800 38.35100 32.97800
H 9.59000 39.22200 33.50800
H 9.96300 37.67900 34.18100
```

Quick look at the Mulliken charges, all values in e: -0.13, -0.08, -0.55, -0.23, -0.51, -0.88, 0.48, 0.53, -0.61, -0.48, 0.46, 0.61, -0.56, -0.44, -0.54, 0.45, 0.25, 0.30, 0.37, -0.66, 0.55, 0.72, -0.36, -1.10, 0.24, 0.85, -0.64, -0.57, -0.45, 0.26, 0.42, 0.39, 0.51, -1.11, 0.22, 0.72, -0.63, 0.40, 0.05, 0.47, -0.58, -0.40, -0.59, 0.49, 0.06, 0.72, 0.38, -0.81, 0.23, 0.92, -0.61, -0.57, 0.61, 0.40, -0.53, -0.39, -0.55, 0.32, 0.32, 0.29, 0.34, -1.16, 0.14, 1.03, -0.73, 0.12, 0.25, 0.40, -0.51, -0.40, -0.53, 0.58, 0.08, 0.56, 0.33, -1.21, 0.62, -0.66, -0.61, 0.65, 0.56, 0.06, 0.22, -0.03, 0.37, -1.05, 0.77, -0.62, -0.99, 0.60, 0.39, 0.03, 0.51, 0.37, 0.07

***

No. 2
Below is a molecular structure, C36H32Br3Cl64F4N4OS at a distorted geometry, with properties calculated with ωB97M-V/def2-TZVPD.

Summary:
Charge: +1
Highest occupied orbital energy, eV: -12.10
Orbital gap, eV: 9.21

Structure (XYZ):
```
145
C36H32Br3Cl64F4N4OS, DFT ωB97M-V/def2-TZVPD
C 0.44514 -0.62938 5.58981
C 0.31728 -1.74023 4.49452
C 1.33118 -1.45550 3.34198
N 0.78873 -0.53349 2.33772
N 1.46317 -0.53435 1.13312
C 1.20436 -1.58264 0.11079
C 0.16375 -2.66714 0.48728
O 0.56646 -3.64933 0.89155
Br -1.79365 -2.58620 0.33962
C 2.38821 0.34782 0.88226
N 3.04884 0.09409 -0.34754
C 4.25069 -0.76574 -0.19830
C 4.33634 -1.61550 1.08412
C 5.70449 -2.38773 0.99493
C 3.26464 1.30275 -1.14243
C 4.10806 0.95537 -2.42932
C 3.86809 1.99881 -3.54832
F 4.08421 1.37666 -4.77758
C 4.13363 2.29033 -0.30677
C 3.98135 3.79627 -0.75312
C 5.40210 4.35560 -1.11296
C 5.52053 5.86887 -0.88530
F 6.13490 6.12110 0.27794
F 4.37885 6.53018 -0.97039
F 6.34887 6.38189 -1.81692
C 3.98851 2.12542 1.22945
S 5.59251 1.46846 1.88590
N 2.81847 1.35342 1.68974
C 1.96109 2.24484 2.37708
Br 2.34573 2.40213 4.29118
C 0.98703 3.00533 1.94882
C 0.16535 3.91563 2.86527
Br 0.55848 3.02327 0.07441
H -0.06110 0.30372 5.31170
H -0.07333 -1.03353 6.47820
H 1.48959 -0.47046 5.88923
H 0.65080 -2.66569 4.98669
H -0.71223 -1.81999 4.11172
H 2.19404 -0.95156 3.82281
H 1.74401 -2.38842 2.90970
H -0.21933 -0.54747 2.24923
H 0.83272 -1.05076 -0.78654
H 2.10280 -2.11908 -0.20845
H 5.20760 -0.21367 -0.26530
H 4.25064 -1.46967 -1.05259
H 4.38790 -1.04417 2.02217
H 3.56383 -2.39316 1.18710
H 5.77507 -3.11092 1.81464
H 5.84163 -2.83606 0.00198
H 6.48094 -1.60805 1.11534
H 2.34574 1.74415 -1.54963
H 3.71551 -0.00888 -2.79528
H 5.16864 0.78930 -2.20442
H 4.61811 2.79716 -3.45268
H 2.83703 2.37923 -3.53776
H 5.18506 2.04726 -0.53824
H 3.60892 4.43791 0.05824
H 3.31050 3.88038 -1.61965
H 6.19430 3.89688 -0.48864
H 5.68821 4.14645 -2.15349
H 3.91465 3.13299 1.66061
H 5.61608 1.81929 3.20749
H 0.77051 4.70814 3.31697
H -0.73544 4.28202 2.36179
H -0.18864 3.27384 3.69406
C 9.47673 3.02674 -1.12345
Cl 7.99948 2.58063 -0.24260
Cl 9.36388 2.43892 -2.78830
Cl 9.64393 4.78455 -1.12556
Cl 10.87498 2.29630 -0.32983
C -0.63174 -5.02030 -3.27003
Cl 0.14277 -4.67406 -1.71455
Cl -1.26156 -3.51935 -3.96878
Cl 0.54256 -5.74145 -4.37585
Cl -1.94618 -6.15572 -2.99470
C 0.29255 8.08781 1.74622
Cl 0.21068 6.66450 0.67970
Cl -1.28783 8.85712 1.86282
Cl 0.82604 7.57652 3.35750
Cl 1.44883 9.24794 1.08476
C -4.58062 6.60923 1.87985
Cl -5.58027 5.64357 0.79693
Cl -3.03228 5.78613 2.14006
Cl -4.29344 8.18099 1.14032
Cl -5.39621 6.81597 3.43121
C -3.41354 6.76996 7.31775
Cl -3.07955 5.15445 7.95836
Cl -3.18457 7.97022 8.59546
Cl -2.30774 7.11501 5.97585
Cl -5.08092 6.83881 6.73723
C 7.24318 -5.94840 -0.92915
Cl 7.55369 -7.02818 -2.29184
Cl 8.14011 -4.43795 -1.15603
Cl 5.50838 -5.59603 -0.83956
Cl 7.76346 -6.72359 0.57136
C -5.27924 -5.21023 0.23836
Cl -7.03262 -5.53793 0.22415
Cl -4.53545 -6.12189 -1.07465
Cl -4.95414 -3.46863 0.01524
Cl -4.59313 -5.72410 1.78267
C 2.93059 -2.73988 -4.91344
Cl 1.44441 -3.10532 -4.02047
Cl 2.81513 -3.41025 -6.54043
Cl 3.14361 -0.98649 -5.00085
Cl 4.31568 -3.45642 -4.06985
C -0.52970 -2.74635 -9.10017
Cl -2.26320 -2.94846 -9.43584
Cl -0.31473 -2.26967 -7.40987
Cl 0.33421 -4.26104 -9.38918
Cl 0.12717 -1.49078 -10.15768
C -3.18506 -3.31677 -13.32299
Cl -4.65856 -3.65160 -12.40026
Cl -3.34696 -3.97782 -14.95465
Cl -2.93098 -1.56794 -13.41600
Cl -1.80578 -4.06944 -12.51420
C -2.59657 -7.74203 -9.83225
Cl -4.07909 -8.07380 -8.92461
Cl -2.74675 -8.39803 -11.46810
Cl -2.33568 -5.99500 -9.91944
Cl -1.22162 -8.50260 -9.01491
C -2.91900 10.14989 -2.09065
Cl -3.28497 10.73494 -0.46046
Cl -1.91259 11.33593 -2.92885
Cl -2.05029 8.61009 -1.97830
Cl -4.42582 9.91444 -2.98373
C -9.84226 -1.99662 0.12234
Cl -11.21053 -2.39380 1.16963
Cl -10.39849 -1.86146 -1.55137
Cl -9.13737 -0.46438 0.63783
Cl -8.62112 -3.26988 0.23996
C -7.66558 5.11625 9.88165
Cl -6.43671 6.38454 9.79030
Cl -8.64817 5.34762 11.33294
Cl -8.70083 5.19649 8.44820
Cl -6.87450 3.53431 9.94976
C -6.79515 -7.30758 4.72485
Cl -7.17113 -6.71266 3.10193
Cl -6.88684 -9.07247 4.74213
Cl -5.15660 -6.79812 5.17320
Cl -7.95572 -6.64396 5.88249
C -10.38520 -9.47077 7.54150
Cl -11.69370 -10.28186 8.41068
Cl -10.30358 -10.08975 5.88620
Cl -10.69342 -7.72874 7.50296
Cl -8.84893 -9.77854 8.36351
```

Here are the Mulliken charges for atoms 1 to 99, given in e: -1.02, -0.71, -0.19, -0.54, 1.08, 0.59, -0.85, -0.37, -0.10, -1.52, 1.32, -1.80, 0.33, -1.30, -0.38, -0.33, -0.03, -0.37, 0.57, -1.31, -0.16, 0.69, -0.28, -0.26, -0.30, -0.42, -0.22, 1.19, -0.69, -0.08, 0.65, -1.23, -0.11, 0.19, 0.43, 0.27, 0.34, 0.34, 0.28, 0.27, 0.34, 0.43, 0.16, 0.50, 0.76, 0.01, 0.19, 0.47, 0.14, 0.33, 0.35, -0.19, 0.31, -0.08, 0.30, 0.15, 0.67, 0.48, -0.34, 0.26, 0.87, 0.24, 0.39, -0.07, 0.44, 0.30, -0.05, -0.10, -0.09, -0.10, 0.23, -0.04, -0.11, -0.07, -0.07, 0.22, 0.00, 0.02, -0.10, -0.10, 0.09, -0.10, -0.04, 0.00, -0.03, 0.26, -0.09, -0.09, -0.02, -0.04, 0.31, -0.09, -0.10, -0.05, -0.09, 0.36, -0.13, -0.06, -0.14